Record 1
Molecular formula: CH4N3
Method: DFT, the ωB97M-V functional and the def2-TZVPD basis

**Multiplicity**: 1
**Gap between HOMO and LUMO (alpha / beta)**: 8.96 / 8.92 eV
**M**: 58.064 g/mol
**HOMO level (alpha / beta)**: -16.4 / -16.4 eV
**Charge**: +1

Last column: Mulliken charge in e.
Positions of all 8 atoms, in Å:
N  -1.3294  0.8418  -0.0070  -0.0720
N  -1.1579  -0.7499  -0.0076  -0.2507
N  1.9870  0.0025  0.2343  -0.3134
C  -0.2533  0.2109  0.1336  0.3101
H  -2.1887  1.1928  -0.3942  0.3743
H  2.0288  -0.8346  -0.2596  0.3035
H  -1.5101  -1.3780  0.7575  0.3212
H  2.4236  0.7146  -0.4570  0.3270

---

Record 2
Molecular formula: CH4N3
Method: DFT, the ωB97M-V functional and the def2-TZVPD basis

**Multiplicity**: 1
**Gap between HOMO and LUMO (alpha / beta)**: 9.13 / 9.24 eV
**M**: 58.064 g/mol
**HOMO level (alpha / beta)**: -15.3 / -15.6 eV
**Charge**: +1

Last column: Mulliken charge in e.
Positions of all 8 atoms, in Å:
N  0.5471  0.8408  0.0705  -0.3055
N  -2.7356  -0.2124  -0.0457  0.1203
N  1.5833  -0.0599  0.0069  -0.0611
C  -1.6382  -0.0113  0.0881  -0.1997
H  1.7853  -0.9202  0.5736  0.3718
H  1.9724  -0.2331  -0.9388  0.3745
H  2.1909  0.7291  0.2347  0.3774
H  -3.7051  -0.1328  0.0106  0.3222

---

Record 3
Molecular formula: CH4N3
Method: DFT, the ωB97M-V functional and the def2-TZVPD basis

**Multiplicity**: 1
**Gap between HOMO and LUMO (alpha / beta)**: 9.40 / 9.40 eV
**SMILES**: [H]/N=N\C=[NH2+]
**M**: 58.064 g/mol
**HOMO level (alpha / beta)**: -15.0 / -15.0 eV
**Charge**: +1

Last column: Mulliken charge in e.
Positions of all 8 atoms, in Å:
N  -1.2864  -0.2780  -0.2437  -0.2838
N  1.0960  0.2369  -0.3259  0.1330
N  2.1030  -0.1974  0.0260  -0.2098
C  -0.2120  0.4140  0.1066  0.1813
H  -2.2201  0.1680  -0.1189  0.2981
H  2.1796  -0.6903  0.9729  0.3016
H  -0.4268  1.4449  0.4362  0.2983
H  -1.2332  -1.0981  -0.8531  0.2814

---

Record 4
Molecular formula: CH4N3
Method: DFT, the ωB97M-V functional and the def2-TZVPD basis

**Multiplicity**: 1
**Gap between HOMO and LUMO (alpha / beta)**: 9.05 / 8.94 eV
**M**: 58.064 g/mol
**HOMO level (alpha / beta)**: -14.7 / -14.7 eV
**Charge**: +1

Last column: Mulliken charge in e.
Positions of all 8 atoms, in Å:
N  1.6201  0.2599  0.2861  -0.1983
N  -0.8666  -0.1651  -0.1765  0.1865
N  -2.0134  0.2448  0.2752  -0.4061
C  0.4400  0.2871  -0.2145  0.2268
H  -0.7997  -1.0184  -0.7501  0.2906
H  2.0510  -0.0373  1.1286  0.2681
H  -2.7543  -0.3132  -0.3228  0.3124
H  2.3228  0.7423  -0.2261  0.3200

---

Record 5
Molecular formula: CH4N3O2
Method: DFT, the ωB97M-V functional and the def2-TZVPD basis

**Multiplicity**: 1
**Gap between HOMO and LUMO (alpha / beta)**: 9.93 / 9.93 eV
**SMILES**: NC(=[NH2+])[N+](=O)[O-]
**M**: 90.062 g/mol
**HOMO level (alpha / beta)**: -16.5 / -16.5 eV
**Charge**: +1

Last column: Mulliken charge in e.
Positions of all 10 atoms, in Å:
O  2.0587  -1.0168  0.0159  -0.5254
O  1.8160  1.1413  -0.0719  -0.4678
N  -0.8316  1.2513  -0.0539  -0.3403
N  1.4598  0.0208  0.0277  1.0013
N  -0.6064  -1.2840  0.0698  -0.1850
C  -0.0607  -0.1195  0.0856  0.4186
H  -1.5960  -1.3664  0.0560  0.2596
H  -0.5049  2.1795  -0.3915  0.2857
H  -1.8322  1.1981  -0.0167  0.2283
H  0.0972  -2.0043  0.2791  0.3250

---

Record 6
Molecular formula: CH4N3O4S
Method: DFT, the ωB97M-V functional and the def2-TZVPD basis

**Multiplicity**: 1
**Gap between HOMO and LUMO**: 7.93 eV
**M**: 154.127 g/mol
**HOMO level**: -4.3 eV
**Charge**: -1

Last column: Mulliken charge in e.
Positions of all 13 atoms, in Å:
S  -0.5088  0.2254  0.2176  1.1326
O  -1.8688  -0.2794  0.5920  -0.7745
O  0.2170  -0.1851  -3.1266  -0.5117
O  -0.4404  1.1191  -1.0145  -0.6405
O  1.9526  0.7692  -1.9358  -0.4520
N  -0.2266  1.3469  1.6120  -0.6643
N  0.5537  -0.8886  0.0904  -0.4085
N  0.1024  -2.1655  0.6616  -0.5526
C  0.9212  0.4038  -2.3516  0.8395
H  -0.9745  -2.0140  0.7762  0.3084
H  -0.9757  2.1253  1.5378  0.2509
H  0.6017  -2.3075  1.5399  0.1921
H  0.6463  1.8504  1.4009  0.2807

---

Record 7
Molecular formula: CH4N3P
Method: DFT, the ωB97M-V functional and the def2-TZVPD basis

**Multiplicity**: 1
**Gap between HOMO and LUMO**: 9.73 eV
**SMILES**: N#CP(N)N
**M**: 89.038 g/mol
**HOMO level**: -9.5 eV

Last column: Mulliken charge in e.
Positions of all 9 atoms, in Å:
P  0.2875  0.1742  -0.8627  0.1981
N  -1.3239  0.3690  -0.4604  -0.5279
N  1.4228  1.8929  1.2556  -0.3297
N  0.5242  -1.5475  0.2677  -0.6495
C  0.9470  1.3587  0.3554  0.2605
H  1.6003  -1.7830  0.1080  0.2605
H  -1.3921  0.8223  0.4856  0.2693
H  -2.0783  0.8809  -0.8969  0.2739
H  0.0125  -2.1676  -0.2523  0.2448

---

Record 8
Molecular formula: CH4N3P
Method: DFT, the ωB97M-V functional and the def2-TZVPD basis

**Multiplicity**: 1
**Gap between HOMO and LUMO**: 9.35 eV
**M**: 89.038 g/mol
**HOMO level**: -8.7 eV

Last column: Mulliken charge in e.
Positions of all 9 atoms, in Å:
P  -1.1310  -0.2220  0.5984  -0.0025
N  1.0902  0.4716  -0.7411  -0.2805
N  0.8701  -0.6970  -0.9935  -0.1928
N  -0.0114  -1.2926  -0.2804  -0.1180
C  0.1000  1.0957  0.0301  -0.3802
H  -0.3053  1.8763  -0.5401  0.2862
H  0.4258  1.6653  0.8640  0.2981
H  -0.7937  -0.4824  1.9915  0.0457
H  -0.2447  -2.4151  -0.9290  0.3440

---

Record 9
Molecular formula: CH4N3S
Method: DFT, the ωB97M-V functional and the def2-TZVPD basis

**Multiplicity**: 1
**Gap between HOMO and LUMO (alpha / beta)**: 8.11 / 8.12 eV
**M**: 90.131 g/mol
**HOMO level (alpha / beta)**: -13.9 / -13.9 eV
**Charge**: +1

Last column: Mulliken charge in e.
Positions of all 9 atoms, in Å:
S  -1.1769  1.0175  0.1583  0.1311
N  1.6808  0.2071  -0.4985  0.3029
N  -0.1448  -0.2551  0.4335  -0.4155
N  2.5629  0.1865  0.1813  -0.1541
C  -1.0435  -0.5974  -0.5956  -0.1166
H  -1.8602  -1.3577  -0.5459  0.3175
H  -0.7066  -0.3443  -1.6249  0.2911
H  2.6944  0.1171  1.3032  0.4191
H  -2.0060  1.0263  1.1887  0.2245

---

Record 10
Molecular formula: CH4N4
Method: DFT, the ωB97M-V functional and the def2-TZVPD basis

**Multiplicity**: 1
**Gap between HOMO and LUMO**: 10.14 eV
**M**: 72.071 g/mol
**HOMO level**: -9.3 eV

Last column: Mulliken charge in e.
Positions of all 9 atoms, in Å:
N  -3.3696  0.8456  0.1846  -0.4272
N  1.0147  -0.3562  -0.2855  -0.4703
N  -1.3780  1.0460  -0.9072  -0.6605
N  -2.3898  0.8476  -0.3439  0.7548
C  1.5881  -0.7045  0.7717  -0.2749
H  -0.5332  0.4334  -0.9548  0.4094
H  2.5213  -1.1126  0.9303  0.2860
H  1.0430  -0.4743  1.8047  0.1870
H  1.5034  -0.5249  -1.1999  0.1956

---

Record 11
Molecular formula: CH4N4
Method: DFT, the ωB97M-V functional and the def2-TZVPD basis

**Multiplicity**: 1
**Gap between HOMO and LUMO (alpha / beta)**: 7.86 / 7.88 eV
**M**: 72.071 g/mol
**HOMO level (alpha / beta)**: -7.1 / -7.2 eV

Last column: Mulliken charge in e.
Positions of all 9 atoms, in Å:
N  1.3802  0.7727  0.0082  -0.7843
N  0.0911  -1.0914  -0.1943  -0.3376
N  -1.8001  0.3751  0.1121  -0.2992
N  1.2169  -0.5058  0.0952  0.3985
C  -0.9026  -0.4178  -0.5723  0.1352
H  2.3272  0.8873  -0.2587  0.1707
H  2.0583  -1.1813  0.0506  0.2599
H  -2.7285  0.6060  -0.2980  0.2572
H  -1.6425  0.5552  1.0573  0.1995

---

Record 12
Molecular formula: CH4N4
Method: DFT, the ωB97M-V functional and the def2-TZVPD basis

**Multiplicity**: 1
**Gap between HOMO and LUMO (alpha / beta)**: 8.68 / 8.68 eV
**M**: 72.071 g/mol
**HOMO level (alpha / beta)**: -8.4 / -8.4 eV

Last column: Mulliken charge in e.
Positions of all 9 atoms, in Å:
N  1.3875  -0.1087  0.1653  -0.1005
N  -0.6268  -1.1023  -0.0271  0.6049
N  -1.2381  0.0276  0.0831  -0.7495
N  0.6718  -1.1679  -0.0518  -0.5396
C  1.1087  1.0898  -0.0745  -0.1911
H  -2.1967  -0.0529  0.3519  0.1834
H  -1.1712  -1.9221  -0.0048  0.2304
H  0.1763  1.3901  -0.6330  0.3039
H  1.8887  1.8466  0.1909  0.2581

---

| no. | DFT total energy (eV) |
| --- | --- |
| 1 | -5556.617 |
| 2 | -5558.101 |
| 3 | -5562.232 |
| 4 | -5560.169 |
| 5 | -9655.486 |
| 6 | -24597.295 |
| 7 | -14859.592 |
| 8 | -14857.230 |
| 9 | -16395.024 |
| 10 | -7059.044 |
| 11 | -7057.222 |
| 12 | -7057.652 |